ORCA calculation (the ωB97M-V functional and the def2-TZVPD basis) on C35H41N3O3PdS as an isolated structure.

Structure (XYZ):
```
84
C35H41N3O3PdS | the OMol25 dataset | the ωB97M-V functional and the def2-TZVPD basis
Pd 0.909 1.201 -0.250
O 1.626 6.016 0.791
C 1.499 4.970 0.112
O 2.359 4.317 -0.495
C 0.042 4.477 -0.003
C -0.908 5.417 -0.417
C -2.226 5.041 -0.574
C -2.588 3.739 -0.250
C -1.602 2.886 0.207
N -0.309 3.219 0.307
H -0.573 6.430 -0.596
H -2.965 5.751 -0.933
H -3.603 3.379 -0.362
H -1.831 1.858 0.465
C -4.284 -1.835 -3.840
C -3.070 -1.052 -3.397
C -2.372 -0.281 -4.312
C -1.239 0.433 -3.870
C -0.452 1.273 -4.844
C -0.849 0.358 -2.561
C -1.537 -0.422 -1.569
C -2.675 -1.127 -2.065
N -1.022 -0.377 -0.338
C -1.556 -1.144 0.765
C -1.484 -2.675 0.546
C -1.926 -3.440 1.796
C -0.995 -3.087 2.958
C -1.068 -1.582 3.226
C -2.505 -1.213 3.602
C -3.433 -1.547 2.431
C -3.365 -3.050 2.146
C -2.997 -0.767 1.186
C -0.652 -0.818 1.969
H -4.529 -1.622 -4.882
H -5.158 -1.589 -3.229
H -4.119 -2.913 -3.746
H -2.694 -0.222 -5.347
H -1.110 1.927 -5.423
H 0.092 0.646 -5.557
H 0.271 1.896 -4.318
H 0.037 0.899 -2.193
H -3.275 -1.745 -1.410
H -0.451 -2.930 0.300
H -2.098 -2.965 -0.309
H -1.877 -4.521 1.606
H 0.033 -3.362 2.696
H -1.272 -3.651 3.859
H -0.395 -1.325 4.053
H -2.568 -0.146 3.833
H -2.817 -1.766 4.498
H -4.463 -1.270 2.693
H -4.025 -3.297 1.307
H -3.713 -3.617 3.019
H -3.024 0.307 1.395
H -3.702 -0.948 0.373
H 0.382 -1.038 1.694
H -0.698 0.263 2.139
S 5.093 2.577 -1.383
C 3.695 1.532 -1.463
N 3.056 1.336 -0.360
C 3.681 2.014 0.679
C 3.238 2.010 1.999
C 3.940 2.743 2.933
C 5.075 3.477 2.565
C 5.521 3.486 1.259
C 4.816 2.744 0.318
H 3.392 1.103 -2.405
H 2.329 1.464 2.228
H 3.596 2.772 3.960
H 5.597 4.064 3.311
H 6.378 4.081 0.969
C 2.410 -3.590 -0.961
C 3.661 -3.878 -0.105
C 3.865 -2.557 0.664
O 2.624 -1.898 0.632
C 2.136 -2.105 -0.690
H 1.566 -4.198 -0.633
H 2.572 -3.788 -2.022
H 4.533 -4.125 -0.714
H 3.488 -4.709 0.580
H 4.629 -1.937 0.171
H 4.152 -2.694 1.708
H 2.694 -1.482 -1.403
H 1.090 -1.801 -0.722
```

Its energy above the lowest of the compared OMol25 structures with the same formula, charge and spin is 0.3306 eV. As for the spin multiplicity: 1. The max |F| is 0.00902 Eh/bohr. As for the total charge: -2. Its LUMO energy is 4.391 eV.

***

ORCA calculation (the ωB97M-V functional and the def2-TZVPD basis) on a 4-piece molecular cluster, C3H13O3S overall in a non-equilibrium geometry.

Structure (XYZ):
```
20
C3H13O3S | the OMol25 dataset | the ωB97M-V functional and the def2-TZVPD basis
C 0.432 -0.770 2.099
C -0.546 0.350 2.289
C -0.609 1.537 1.340
S -0.851 0.754 -0.527
H 1.326 -0.190 1.763
H 0.702 -1.588 2.942
H 0.059 -1.404 1.315
H -0.347 0.795 3.310
H -1.525 -0.063 2.224
H -1.474 2.190 1.582
H 0.161 2.322 1.176
H 0.752 2.133 -1.272
H 1.159 3.215 -2.235
O 1.387 2.859 -1.402
H -0.309 -2.991 -1.064
H -0.618 -2.660 -2.372
O -0.275 -3.446 -1.896
H 0.912 -1.320 -3.010
H -0.321 -0.447 -2.943
O -0.016 -1.276 -3.321
```

Its energy above the lowest of the compared OMol25 structures with the same formula, charge and spin is 1.6460 eV. As for the spin multiplicity: 1. The max |F| is 0.06191 Eh/bohr. As for the total charge: -1. Its LUMO energy is 3.656 eV.

***

ORCA calculation (the ωB97M-V functional and the def2-TZVPD basis) on C3H7N3O2 as an isolated structure in a non-equilibrium geometry.

Structure (XYZ):
```
15
C3H7N3O2 | the OMol25 dataset | the ωB97M-V functional and the def2-TZVPD basis
C 0.133 0.444 -1.736
C -0.288 1.030 1.229
C -0.228 -0.966 0.236
N 0.833 1.225 1.984
N -0.477 -2.136 -0.402
O -0.527 -0.805 1.474
N 0.171 0.152 -0.324
O -1.254 1.719 1.155
H 1.027 2.193 2.191
H 1.584 0.574 1.818
H -0.421 -2.184 -1.405
H -0.944 -2.861 0.115
H -0.866 0.319 -2.169
H 0.421 1.486 -1.871
H 0.835 -0.189 -2.296
```

Its energy above the lowest of the compared OMol25 structures with the same formula, charge and spin is 1.9775 eV. As for the spin multiplicity: 1. The max |F| is 0.02616 Eh/bohr. As for the total charge: 0. Its LUMO energy is 0.745 eV.

***

The calculation returns the following orbital gap values, one per record and in order: 4.3, 7.0, 9.9 eV.